The following is a quantum chemistry calculation of an isolated molecule of C4H8N2O, from OMol25.

Geometry (Å):
C 0.98199 0.03915 1.45495
C -0.51672 -0.49883 1.25652
C -0.79413 -1.25541 -0.01682
C -0.34287 1.00025 -2.36893
H 0.93291 1.24795 -0.04587
H 1.07825 0.19930 2.55981
H 1.82841 -0.69529 1.13759
H -0.76645 -1.17551 2.13796
H -1.19341 0.43206 1.21896
H -1.19223 -2.32215 0.08325
H -0.81641 0.38962 -3.13526
H -0.04237 1.90238 -2.66689
N -0.46222 -0.92736 -1.20496
N 0.01208 0.42517 -1.26096
O 1.29316 1.23868 0.85066

Calculated values
- frontier orbital gap (eV) = 9.979
- net charge = 0
- E_HOMO (eV) = -9.64
- 2S+1 = 1
- structure (SMILES) = C=N/N=C\CCO

Here are the natural (NBO) charges for atoms 1 to 6, given in e: number 1, C, carries -0.044; number 2, C, carries -0.533; number 3, C, carries 0.137; number 4, C, carries -0.024; number 5, H, carries 0.490; number 6, H, carries 0.180